1.
A structure of composition C15H17F3IN4O6PdS3, computed with ωB97M-V/def2-TZVPD.

```
50
C15H17F3IN4O6PdS3 ωB97M-V/def2-TZVPD
Pd 0.091 -0.092 0.446
N 2.302 -3.488 6.797
C 1.600 -2.528 6.059
C 2.289 -1.590 5.289
C 1.602 -0.616 4.589
C 0.216 -0.569 4.663
C -0.483 -1.494 5.423
C 0.208 -2.468 6.123
S -0.667 0.622 3.712
O -1.961 0.784 4.307
O 0.179 1.764 3.535
N -0.810 -0.097 2.257
C -1.860 -0.875 1.873
N -2.831 -1.365 2.630
C -3.758 -2.055 1.972
C -3.731 -2.292 0.608
C -2.640 -1.800 -0.092
N -1.714 -1.114 0.547
H 3.213 -3.706 6.424
H 1.775 -4.325 6.991
H 3.371 -1.631 5.237
H 2.127 0.105 3.975
H -1.564 -1.442 5.454
H -0.331 -3.190 6.725
H -4.565 -2.454 2.579
H -4.511 -2.848 0.111
H -2.489 -1.954 -1.152
O -3.119 1.352 0.276
S -3.051 2.839 0.141
C -2.743 3.172 -1.636
C -1.384 3.848 -1.794
C -0.519 3.304 -0.663
C -1.379 3.395 0.588
H -3.577 3.745 -2.038
H -2.741 2.172 -2.073
H -1.485 4.935 -1.717
H -0.955 3.608 -2.767
H 0.424 3.837 -0.541
H -0.271 2.263 -0.873
H -1.494 4.433 0.916
H -1.038 2.797 1.433
F 1.749 -1.758 -3.739
C 1.080 -0.635 -4.016
F 1.959 0.364 -4.110
F 0.495 -0.786 -5.212
S -0.198 -0.290 -2.742
O -0.804 0.945 -3.162
O 0.669 -0.173 -1.553
O -1.037 -1.463 -2.750
I 2.380 1.019 0.923
```

The total energy comes out at -86318.8757 eV. Its HOMO energy is -5.5 eV. As for the charge: -1. The relative energy (zero: lowest compared OMol25 entry of this formula, charge and spin) comes out at 0.0000 eV. The calculation puts the HOMO-LUMO gap at 7.81 eV. Its maximum force is 0.30 eV/A.

***

2.
An isolated molecule of C15H17F3N2O2, computed with ωB97M-V/def2-TZVPD.

```
39
C15H17F3N2O2 ωB97M-V/def2-TZVPD
O -0.707 1.212 2.009
C -0.324 0.130 1.599
N -1.135 -0.934 1.451
H -0.791 -1.766 0.997
C -2.564 -0.850 1.635
H -2.880 -1.683 2.271
C -3.328 -0.904 0.310
H -2.935 -1.716 -0.302
H -4.379 -1.106 0.521
C -3.258 0.402 -0.481
N -1.931 0.768 -0.929
C -1.042 -0.044 -1.530
O -1.109 -1.256 -1.604
C 0.074 0.822 -2.094
H -0.113 0.938 -3.164
C -0.076 2.144 -1.348
H 0.534 2.136 -0.445
H 0.205 3.006 -1.950
C -1.558 2.167 -0.966
H -2.164 2.702 -1.709
H -1.719 2.618 0.016
H 1.049 0.354 -1.975
H -3.922 0.318 -1.353
H -3.619 1.222 0.146
H -2.760 0.091 2.156
C 1.123 -0.114 1.291
C 1.562 -1.042 0.354
C 2.924 -1.177 0.119
C 3.854 -0.407 0.803
C 3.410 0.520 1.731
C 2.056 0.670 1.966
H 1.692 1.399 2.674
H 4.124 1.128 2.265
H 4.907 -0.531 0.607
C 3.372 -2.151 -0.935
F 2.713 -3.318 -0.873
F 3.168 -1.667 -2.178
F 4.678 -2.447 -0.861
H 0.870 -1.637 -0.225
```

The total energy comes out at -31060.7756 eV. Its HOMO energy is -9.2 eV. As for the charge: 0. The relative energy (zero: lowest compared OMol25 entry of this formula, charge and spin) comes out at 0.0000 eV. The calculation puts the HOMO-LUMO gap at 9.73 eV. Its maximum force is 0.57 eV/A.

***

3.
A structure of composition C15H17F3N2O2Pt at a distorted geometry, computed with ωB97M-V/def2-TZVPD.

```
40
C15H17F3N2O2Pt ωB97M-V/def2-TZVPD
C -0.756 1.408 2.282
C -0.766 -1.358 2.371
H 0.247 1.756 2.536
H -1.262 1.011 3.162
H -1.363 2.206 1.842
H -0.475 -2.337 1.978
H -0.088 -1.080 3.178
H -1.803 -1.371 2.716
C -0.034 2.624 -0.768
C 0.324 3.421 -1.848
C 0.556 2.809 -3.078
C 0.423 1.430 -3.180
H -0.208 3.044 0.217
H 0.426 4.494 -1.720
H 0.846 3.396 -3.944
H 0.616 0.936 -4.125
N -0.169 1.295 -0.865
C 0.057 0.686 -2.053
C -0.075 -0.783 -2.068
N -0.343 -1.376 -0.880
C -0.463 -2.708 -0.823
C -0.046 -2.930 -3.166
C -0.320 -3.525 -1.937
H -0.674 -3.119 0.159
H -0.420 -4.601 -1.837
C 0.075 -1.547 -3.231
H 0.284 -1.066 -4.179
H 0.073 -3.532 -4.062
Pt -0.522 -0.025 0.836
C -2.588 0.008 0.647
H -2.923 -1.027 0.545
H -2.823 0.580 -0.255
H -3.044 0.470 1.524
F 2.898 -0.917 4.109
C 2.372 0.202 3.490
F 1.144 0.440 4.047
F 3.166 1.286 3.819
C 2.460 -0.001 1.981
O 3.689 -0.143 1.542
O 1.511 -0.056 1.036
```

The total energy comes out at -34300.8393 eV. Its multiplicity is 3. Its HOMO energy (alpha / beta) is -6.3 / -8.8 eV. As for the charge: 0. The calculation puts the HOMO-LUMO gap (alpha / beta) at 6.04 / 4.05 eV. Its expectation value of S² is 2.039. Its maximum force is 7.42 eV/A.

***

4.
An isolated molecule of C15H17N3O2 at a distorted geometry, computed with ωB97M-V/def2-TZVPD.

```
37
C15H17N3O2 ωB97M-V/def2-TZVPD
C -7.440 -0.948 0.220
C -6.023 -0.483 0.091
C -5.048 -1.310 -0.455
C -3.737 -0.889 -0.556
C -3.377 0.380 -0.108
C -4.347 1.217 0.441
C -5.654 0.784 0.536
H -6.404 1.435 0.960
H -4.058 2.198 0.783
C -2.003 0.820 -0.217
N -1.565 1.988 0.182
O -0.234 1.988 -0.103
C 0.042 0.799 -0.662
N -1.006 0.045 -0.752
C 1.424 0.479 -1.078
C 2.388 0.549 0.109
H 2.270 1.508 0.620
H 2.173 -0.250 0.822
C 3.833 0.442 -0.371
O 4.160 0.535 -1.531
N 4.716 0.246 0.638
C 6.127 0.166 0.418
C 6.676 -1.023 -0.314
C 6.902 -0.879 1.159
H 7.890 -0.627 1.512
H 6.354 -1.533 1.820
H 7.501 -0.867 -0.990
H 5.969 -1.765 -0.651
H 6.597 1.129 0.240
H 4.386 0.211 1.590
H 1.757 1.196 -1.833
H 1.431 -0.516 -1.522
H -2.978 -1.527 -0.981
H -5.321 -2.295 -0.805
H -8.134 -0.126 0.057
H -7.613 -1.337 1.224
H -7.657 -1.741 -0.492
```

The total energy comes out at -24395.4725 eV. Its HOMO energy is -8.8 eV. As for the charge: 0. The relative energy (zero: lowest compared OMol25 entry of this formula, charge and spin) comes out at 1.5237 eV. The calculation puts the HOMO-LUMO gap at 9.47 eV. Its maximum force is 1.24 eV/A.

***

5.
A structure of composition C15H17N3O3S2 at a distorted geometry, computed with ωB97M-V/def2-TZVPD.

```
40
C15H17N3O3S2 ωB97M-V/def2-TZVPD
C -1.917 -2.077 -0.845
C -0.947 -2.526 0.238
H -1.215 -2.104 1.208
H -0.925 -3.619 0.296
O 0.380 -2.052 -0.010
C 1.092 -2.717 -0.919
O 0.699 -3.675 -1.528
C 2.472 -2.111 -1.118
N 2.780 -1.037 -0.214
C 3.897 -1.048 0.539
O 4.715 -1.940 0.532
C 4.065 0.200 1.399
H 3.153 0.458 1.933
H 4.896 0.052 2.088
S 4.528 1.642 0.378
C 2.974 2.203 -0.110
N 1.838 1.662 0.212
C 0.814 2.375 -0.328
N 1.128 3.419 -1.055
S 2.744 3.620 -1.119
C -0.564 1.995 -0.075
C -0.868 1.078 0.928
C -2.185 0.752 1.189
C -3.221 1.312 0.453
C -2.907 2.224 -0.553
C -1.598 2.570 -0.813
H -1.353 3.283 -1.585
H -3.704 2.667 -1.132
C -4.648 0.955 0.725
H -5.194 1.829 1.080
H -4.720 0.174 1.477
H -5.134 0.610 -0.186
H -2.415 0.051 1.980
H -0.068 0.634 1.501
H 2.115 -0.276 -0.112
H 3.224 -2.894 -0.973
H 2.532 -1.777 -2.162
H -1.888 -0.995 -0.951
H -2.924 -2.380 -0.576
H -1.652 -2.537 -1.793
```

The total energy comes out at -48115.6441 eV. Its HOMO energy is -8.7 eV. As for the charge: 0. The relative energy (zero: lowest compared OMol25 entry of this formula, charge and spin) comes out at 0.0009 eV. The calculation puts the HOMO-LUMO gap at 8.75 eV. Its maximum force is 1.18 eV/A.

***

6.
An isolated molecule of C15H17N5S at a distorted geometry, computed with ωB97M-V/def2-TZVPD.

```
38
C15H17N5S ωB97M-V/def2-TZVPD
N -2.764 0.634 -0.398
N 0.075 -0.381 4.460
N -0.252 1.205 -2.883
S 1.205 0.379 2.326
C -3.209 1.742 -0.936
C 0.842 0.580 4.024
C 0.629 0.247 -2.735
C -2.324 2.190 -1.983
C 0.495 -0.723 -1.617
C -1.286 1.289 -2.009
C -0.612 -0.625 -0.780
C -0.252 -1.336 3.529
C 0.319 -1.130 2.288
N -1.548 0.386 -1.004
N -0.840 -1.601 0.216
C 1.169 1.784 4.833
C -1.102 -2.523 3.901
C 0.240 -2.059 1.070
C 2.323 1.326 -4.434
C 1.410 0.333 -5.184
C 1.783 0.077 -3.701
H -4.155 2.242 -0.770
H -2.548 3.023 -2.615
H 1.174 -1.540 -1.547
H -1.707 -1.383 0.724
H 0.720 2.599 4.367
H 2.248 1.983 4.827
H 0.767 1.711 5.859
H -0.541 -3.291 4.444
H -1.554 -2.924 2.958
H -1.910 -2.251 4.578
H 1.171 -2.053 0.502
H 0.095 -3.083 1.390
H 1.875 2.287 -4.135
H 3.377 1.291 -4.781
H 0.364 0.647 -5.351
H 1.859 -0.310 -5.954
H 2.459 -0.741 -3.480
```

The total energy comes out at -34115.1542 eV. Its HOMO energy is -7.9 eV. As for the charge: 0. The relative energy (zero: lowest compared OMol25 entry of this formula, charge and spin) comes out at 2.0862 eV. The calculation puts the HOMO-LUMO gap at 8.62 eV. Its maximum force is 3.10 eV/A.

***

What is the charge in the fourth record?
0